No. 1
A molecular structure, C30H44N4OP2PbSi, computed with the ωB97M-V functional and the def2-TZVPD basis.

Geometry as XYZ:
```
83
C30H44N4OP2PbSi | the Open Molecules 2025 dataset | the ωB97M-V functional and the def2-TZVPD basis
Pb 4.5413 -1.6909 1.5158
C 3.8131 -1.5391 -1.6038
C 3.2357 -0.4990 -0.9904
C 1.7580 -0.2709 -0.8294
C 1.0413 -0.8492 0.4188
C 1.3975 -2.2332 0.8464
C 1.7689 -3.2302 0.0257
C 1.7796 -3.1561 -1.4683
C 3.0860 -2.7119 -2.1684
C 3.8484 -3.3245 2.9072
H 4.8966 -1.5834 -1.7439
H 3.8507 0.3378 -0.6450
H 1.1965 -0.5675 -1.7340
H 1.6352 0.8247 -0.7388
H 1.2066 -0.1825 1.2818
H -0.0448 -0.7613 0.2103
H 1.2565 -2.4375 1.9087
H 2.0357 -4.2005 0.4449
H 0.9504 -2.5400 -1.8541
H 1.6105 -4.1880 -1.8242
H 3.7872 -3.5624 -2.2121
H 2.8072 -2.5043 -3.2201
H 4.7331 -3.9619 3.0402
H 2.9365 -3.9171 2.7938
H 3.6859 -2.6773 3.7827
P -4.2050 1.5172 0.8757
P -2.3455 3.3877 -0.6986
N -4.8591 -0.0757 0.5418
N -5.3570 1.9754 2.1309
N -2.1044 2.7555 -2.3120
N -1.7719 5.0174 -1.0072
C -4.9542 2.4145 -0.5675
C -4.1722 3.7165 -0.8112
C -4.0035 -1.1554 0.2615
C -4.7526 -2.1931 -0.2568
C -6.1268 -1.7609 -0.2994
C -6.1636 -0.4531 0.1946
C -4.9577 2.0820 3.4731
C -6.0319 2.5221 4.2287
C -7.1347 2.7247 3.3286
C -6.6900 2.3908 2.0513
C -1.1013 1.8118 -2.5800
C -1.1746 1.4461 -3.9142
C -2.2802 2.1596 -4.4954
C -2.8401 2.9452 -3.4867
C -1.9757 5.8668 -2.1057
C -1.6161 7.1642 -1.7328
C -1.1913 7.1102 -0.3568
C -1.2932 5.7991 0.0605
H -6.0187 2.6273 -0.4146
H -4.8778 1.7343 -1.4298
H -4.4557 4.1873 -1.7617
H -4.3689 4.4502 -0.0128
H -2.9428 -1.0524 0.4544
H -4.3780 -3.1492 -0.5930
H -6.9634 -2.3298 -0.6635
H -6.9905 0.2230 0.3223
H -3.9356 1.8482 3.7454
H -6.0479 2.6781 5.2986
H -8.1267 3.0647 3.5895
H -7.2034 2.4442 1.1033
H -0.4460 1.4910 -1.7816
H -0.5187 0.7616 -4.4305
H -2.6103 2.1111 -5.5196
H -3.7021 3.5901 -3.5093
H -2.3457 5.4873 -3.0416
H -1.6653 8.0428 -2.3525
H -0.8701 7.9511 0.2424
H -1.0922 5.3276 1.0139
C 6.8819 -5.2897 2.5997
Si 7.1326 -3.9654 1.2461
C 8.3819 -2.7497 1.9563
C 7.6987 -4.8424 -0.3014
O 5.8707 -3.1469 0.5872
H 7.8235 -5.8431 2.7566
H 6.1437 -6.0654 2.3442
H 6.6043 -4.9349 3.6042
H 9.3764 -3.1810 2.1377
H 8.5268 -1.9265 1.2408
H 8.0759 -2.2777 2.9028
H 6.9166 -5.5308 -0.6464
H 7.7744 -4.0855 -1.0915
H 8.6410 -5.3921 -0.2620
```

Computed properties:
Kohn-Sham gap: 7.96 eV
E_HOMO: -7.81 eV



No. 2
A molecular structure, C30H45BrO2P2Sm, computed with the ωB97M-V functional and the def2-TZVPD basis.

Geometry as XYZ:
```
81
C30H45BrO2P2Sm | the Open Molecules 2025 dataset | the ωB97M-V functional and the def2-TZVPD basis
Sm 0.1334 -0.1043 0.1011
C -0.0104 2.0333 0.9906
C -1.3732 1.6394 0.6520
C -0.5364 0.0666 2.2214
C 0.5263 1.0640 1.9522
C -1.7086 0.4402 1.4171
C 0.7071 3.2328 0.4858
H 0.3153 3.5562 -0.4797
H 1.7833 3.0616 0.3901
H 0.5540 4.0469 1.2037
C 1.8863 1.0274 2.5297
H 2.5646 1.6978 1.9988
H 2.3185 0.0204 2.5020
H 1.8198 1.3502 3.5726
C -0.3942 -1.1108 3.1038
H -0.6201 -0.7973 4.1251
H 0.6256 -1.5102 3.0786
H -1.0759 -1.9190 2.8255
C -3.0169 -0.2634 1.4216
H -3.6050 0.1204 2.2626
H -2.9056 -1.3442 1.5482
H -3.5744 -0.0724 0.5035
C -2.3132 2.4072 -0.2149
H -2.9042 3.0764 0.4223
H -3.0057 1.7535 -0.7518
H -1.7796 3.0192 -0.9449
C 1.5975 -0.3427 -7.0803
C 0.9705 0.8390 -7.0178
C -0.3202 1.2790 -7.6415
C -1.2881 0.1663 -8.1131
C -1.7126 -0.7547 -7.0074
C -1.0856 -1.8361 -6.5266
C 0.2060 -2.4687 -6.9524
C 1.1743 -1.5963 -7.7878
H -0.1133 1.9520 -8.4904
H -0.8476 -0.3773 -8.9562
H -0.8492 1.9027 -6.9005
H 0.7355 -1.3884 -8.7697
H 2.5457 -0.4273 -6.5270
H 1.4706 1.6305 -6.4446
H 2.0751 -2.2089 -7.9818
H 0.7336 -2.7886 -6.0371
H -1.5864 -2.3716 -5.7098
H -0.0007 -3.3994 -7.5073
H -2.1882 0.6694 -8.5140
H -2.6609 -0.4780 -6.5208
P 1.0777 0.4249 -2.1973
C 2.8116 0.4658 -2.2508
C 0.4038 1.7097 -3.1608
P -1.0161 -1.5343 -1.6794
C 0.4192 -1.2016 -2.8200
C -2.4825 -0.9934 -2.4369
C -1.1171 -3.2127 -1.2703
H 3.2653 -0.2167 -1.5159
H 3.1404 1.4901 -2.0229
H 3.1047 0.1985 -3.2673
H 0.6134 1.4606 -4.2018
H 0.9148 2.6458 -2.8935
H -0.6759 1.8589 -3.0187
H -1.1950 -3.7654 -2.2063
H -2.0159 -3.3777 -0.6595
H -0.2481 -3.5553 -0.6879
H 1.1844 -1.9717 -2.6472
H 0.1290 -1.1764 -3.8827
H -3.3297 -1.3392 -1.8280
H -2.5124 -1.4694 -3.4165
H -2.5579 0.0972 -2.5418
Br 0.1485 -4.8973 1.5105
C 1.9932 -4.6680 1.8893
C 2.6094 -5.7759 2.4956
C 3.9512 -5.7332 2.8795
C 4.6915 -4.5734 2.6523
C 4.0986 -3.4748 2.0294
C 2.7450 -3.4823 1.6197
C 2.2117 -2.2107 0.9668
O 3.0263 -1.3001 0.6837
O 0.9497 -2.0893 0.7596
H 2.0435 -6.6842 2.6850
H 4.4109 -6.5974 3.3574
H 5.7336 -4.5329 2.9679
H 4.7130 -2.5871 1.8730
```

Computed properties:
Kohn-Sham gap (spin up / spin down): 8.17 / 8.28 eV
2S+1: 6
Total charge: +1
E_HOMO (spin up / spin down): -10.88 / -10.79 eV
ΔE to the lowest compared entry with this formula, charge and spin: 0.0 kcal/mol



No. 3
A molecular structure, C30H45Cl20F6N3O9P2S2, computed with the ωB97M-V functional and the def2-TZVPD basis.

Geometry as XYZ:
```
117
C30H45Cl20F6N3O9P2S2 | the Open Molecules 2025 dataset | the ωB97M-V functional and the def2-TZVPD basis
O 2.1655 2.9809 -1.2532
C 2.3931 3.3551 -2.4367
F 3.7911 3.4272 -2.7918
N 1.3191 3.6790 -3.4159
C 1.0642 2.4752 -4.2649
O 0.3988 2.5625 -5.3296
C 1.6857 1.0504 -3.8140
C 3.1333 0.5976 -4.2790
P 4.2465 1.6153 -5.4112
O 5.6614 1.7602 -4.7834
O 4.4891 0.8921 -6.9544
O 3.6960 3.2010 -5.7135
C 3.6225 -0.8024 -3.7349
S 5.2771 -1.5486 -4.0807
O 5.1805 -3.0721 -4.0396
O 5.8547 -1.2037 -5.4295
C 6.4541 -0.9369 -2.7235
F 7.7397 -0.6521 -3.2789
F 5.8581 0.2991 -2.2587
C 6.5078 -1.9029 -1.4395
F 7.4592 -1.3282 -0.5152
F 6.9668 -3.2129 -1.6971
F 5.2488 -1.8593 -0.7547
C 2.6349 -1.6495 -2.8225
N 2.8434 -2.9648 -2.2321
S 1.5087 -3.5525 -1.3264
N 0.4538 -2.1861 -1.5169
C 1.1769 -1.2365 -2.3611
C 0.7500 0.1864 -2.8885
P -0.9480 0.8658 -2.3849
O -2.1115 0.0954 -3.3928
O -1.1722 0.3887 -0.7278
H 1.6684 4.4569 -4.0203
H 3.7884 0.1878 -7.1251
H 2.8424 3.0886 -6.2235
H -2.9714 0.2073 -2.8973
H -0.2378 0.2599 -0.3773
Cl 1.2330 -6.6476 3.7917
C 0.6525 -4.9701 3.6246
C -0.2845 -4.8032 2.4447
Cl 0.5591 -4.9830 0.8834
H 1.5236 -4.3167 3.5423
H 0.1266 -4.7222 4.5514
H -0.7199 -3.8016 2.4545
H -1.0998 -5.5286 2.4746
Cl 1.3245 3.4268 -7.9151
C 0.3988 4.5741 -8.9169
C -0.2622 5.6560 -8.0860
Cl -1.5796 5.0153 -7.0734
H -0.3334 4.0056 -9.4932
H 1.1066 5.0246 -9.6164
H -0.7049 6.4082 -8.7424
H 0.4556 6.1551 -7.4322
Cl 1.0826 -1.1886 3.5761
C 2.1457 0.2034 3.2623
C 1.4126 1.3265 2.5620
Cl 0.9709 0.8969 0.8900
H 3.0002 -0.1458 2.6791
H 2.5137 0.5469 4.2319
H 2.0539 2.2089 2.5034
H 0.4986 1.6051 3.0931
Cl 0.6354 4.6023 4.6249
C -0.4330 5.0459 3.2684
C -1.7437 4.2859 3.3009
Cl -1.5237 2.5531 2.9524
H 0.1104 4.8713 2.3377
H -0.6244 6.1180 3.3547
H -2.4189 4.6787 2.5375
H -2.2369 4.3766 4.2699
Cl -7.6951 -1.4274 -4.5440
C -6.3685 -0.2931 -4.9028
C -5.0388 -0.7772 -4.3595
Cl -4.9875 -0.7418 -2.5777
H -6.6380 0.6832 -4.4954
H -6.3140 -0.2048 -5.9901
H -4.2354 -0.1267 -4.7120
H -4.8184 -1.7957 -4.6842
Cl -3.9779 6.3487 4.9981
C -3.6393 6.9394 6.6448
C -2.3450 6.3763 7.1986
Cl -2.4581 4.6290 7.5251
H -4.4919 6.6861 7.2775
H -3.5735 8.0279 6.5827
H -2.1067 6.8608 8.1479
H -1.5100 6.5396 6.5142
Cl 0.5708 -2.3439 -5.6317
C 0.4210 -2.2905 -7.4062
C 1.7511 -2.0285 -8.0845
Cl 2.3424 -0.3742 -7.7835
H -0.3177 -1.5281 -7.6613
H 0.0306 -3.2612 -7.7199
H 1.6438 -2.1341 -9.1661
H 2.5186 -2.7288 -7.7492
Cl -0.8717 -3.0315 5.4291
C -2.2750 -2.9620 6.5267
C -2.3614 -4.1794 7.4259
Cl -2.7663 -5.6574 6.5173
H -3.1740 -2.8476 5.9189
H -2.1570 -2.0607 7.1327
H -3.1510 -4.0369 8.1669
H -1.4256 -4.3550 7.9567
Cl -6.6177 -6.0560 6.0481
C -6.7277 -5.9700 4.2718
C -5.3796 -5.7173 3.6260
Cl -4.7682 -4.0796 3.9654
H -7.4489 -5.1921 4.0143
H -7.1263 -6.9292 3.9335
H -5.4668 -5.8035 2.5407
H -4.6303 -6.4355 3.9652
Cl 2.5572 -0.3602 7.2761
C 1.1580 -0.2873 8.3768
C 1.0776 -1.5016 9.2815
Cl 0.6715 -2.9835 8.3804
H 0.2561 -0.1761 7.7715
H 1.2770 0.6161 8.9793
H 0.2911 -1.3581 10.0256
H 2.0177 -1.6727 9.8094
```

Computed properties:
Kohn-Sham gap: 5.92 eV
E_HOMO: -8.41 eV
ΔE to the lowest compared entry with this formula, charge and spin: 261.9 kcal/mol



no.,F_max (hartree/bohr)
1,0.04560
2,0.15604
3,0.14279